Here is a 2-piece molecular cluster, C19H22N2O3 overall in a non-equilibrium geometry from the OMol25 dataset. Energies are from ωB97M-V with the def2-TZVPD basis set.

## Properties
ΔE to the lowest compared entry with this formula, charge and spin: 437.2 kJ/mol

Bonds (Å) are listed after each position.
Cartesian coordinates (Å):
1 C -2.53922 -0.69914 2.82850  C2 1.515, H8 1.093, H9 1.093, H10 1.093
2 C -1.23147 -0.02631 2.46334  C1 1.515, C3 1.430, O7 1.238
3 C -0.08444 -0.87934 2.49690  C2 1.430, C4 1.432, H11 1.093
4 C 1.28443 -0.50261 2.30687  C3 1.432, C5 1.516, O6 1.238
5 C 2.30507 -1.47723 2.85953  C4 1.516, H12 1.091, H13 1.092, H14 1.098
6 O 1.69900 0.51968 1.74544  C4 1.238
7 O -1.19910 1.17511 2.16561  C2 1.238
8 H -2.42288 -1.77053 3.01023  C1 1.093
9 H -2.94278 -0.23198 3.73037  C1 1.093
10 H -3.27257 -0.54563 2.03285  C1 1.093
11 H -0.26787 -1.93825 2.69566  C3 1.093
12 H 1.87470 -2.46588 3.02857  C5 1.091
13 H 3.14453 -1.53867 2.16405  C5 1.092
14 H 2.70737 -1.10623 3.81101  C5 1.098
15 C -3.45953 3.33812 1.48606  N16 1.449, H32 1.089, H33 1.098, H34 1.098
16 N -3.53224 3.48182 0.04567  C15 1.449, C17 1.386, C21 1.347
17 C -4.69969 3.79626 -0.63262  N16 1.386, C18 1.351, H35 1.076
18 C -4.38909 3.87249 -1.94569  C17 1.351, N19 1.393, H36 1.075
19 N -3.02907 3.59138 -2.05996  C18 1.393, C20 1.449, C21 1.349
20 C -2.28290 3.65885 -3.30074  N19 1.449, H37 1.091, H38 1.096, H39 1.097
21 C -2.51905 3.35541 -0.83343  N16 1.347, N19 1.349, C22 1.482
22 C -1.12541 2.98720 -0.48934  C21 1.482, C23 1.476, O31 1.238
23 C -0.48420 3.78859 0.57119  C22 1.476, C24 1.353, H40 1.091
24 C 0.45180 3.25674 1.39116  C23 1.353, C25 1.452, H41 1.087
25 C 1.03745 3.96740 2.51405  C24 1.452, C26 1.416, C30 1.412
26 C 2.13088 3.41772 3.22614  C25 1.416, C27 1.390, H42 1.090
27 C 2.68450 4.08830 4.31111  C26 1.390, C28 1.410, H43 1.094
28 C 2.12270 5.31335 4.72481  C27 1.410, C29 1.404, H44 1.091
29 C 1.06014 5.88793 4.00993  C28 1.404, C30 1.395, H45 1.093
30 C 0.50226 5.20661 2.92848  C25 1.412, C29 1.395, H46 1.093
31 O -0.54930 2.06364 -1.07880  C22 1.238
32 H -2.44846 3.06811 1.78693  C15 1.089
33 H -3.74948 4.28943 1.95099  C15 1.098
34 H -4.14246 2.55451 1.83925  C15 1.098
35 H -5.62514 3.96366 -0.10955  C17 1.076
36 H -5.01346 4.12247 -2.78374  C18 1.075
37 H -1.22846 3.80877 -3.06206  C20 1.091
38 H -2.40038 2.72796 -3.86638  C20 1.096
39 H -2.65378 4.49746 -3.90237  C20 1.097
40 H -0.78291 4.83688 0.61361  C23 1.091
41 H 0.84438 2.25505 1.23283  C24 1.087
42 H 2.51125 2.45107 2.89512  C26 1.090
43 H 3.53595 3.65608 4.84416  C27 1.094
44 H 2.50221 5.80518 5.62218  C28 1.091
45 H 0.66017 6.86585 4.29050  C29 1.093
46 H -0.35197 5.62512 2.39108  C30 1.093